[1]
Molecular formula: C31H51ClOsP2
Method: DFT, ωB97M-V with the def2-TZVPD basis set

Last column: Mulliken spin population.
CARTESIAN COORDINATES (ANGSTROEM)
Os -0.809 -0.278 -2.434  1.04
C -2.001 1.744 -0.211  0.06
C -2.380 0.876 -1.372  0.46
C -2.162 -0.378 0.629  0.12
C -1.929 0.974 0.950  0.31
C -2.531 -0.473 -0.765  0.26
C -2.046 3.227 -0.209  0.03
H -1.607 3.654 -1.116  0.00
H -1.502 3.663 0.646  0.00
H -3.087 3.592 -0.130  0.02
C -1.848 1.483 2.357  0.02
H -1.593 2.547 2.400  0.00
H -1.089 0.927 2.925  0.03
H -2.796 1.379 2.922  0.02
C -2.268 -1.444 1.652  -0.02
H -3.240 -1.415 2.166  0.03
H -1.512 -1.324 2.436  0.02
H -2.138 -2.441 1.226  0.00
C -3.418 -1.534 -1.314  0.01
H -4.476 -1.215 -1.304  0.01
H -3.349 -2.469 -0.735  0.00
H -3.132 -1.741 -2.356  0.01
C -3.380 1.432 -2.347  -0.02
H -4.335 1.600 -1.840  0.02
H -3.541 0.747 -3.193  0.00
H -3.029 2.406 -2.726  0.01
C 0.976 0.583 -2.898  -0.02
C -0.181 1.450 -3.142  0.07
C -0.660 1.707 -4.555  0.04
C -1.432 0.534 -5.169  0.01
C -1.483 -0.656 -4.236  0.07
C -0.265 -1.443 -3.989  0.00
C 1.054 -1.142 -4.704  0.02
C 1.770 0.030 -4.066  0.02
H 0.168 2.024 -5.204  0.00
H -1.018 0.271 -6.155  0.00
H -1.347 2.560 -4.514  0.00
H 1.895 0.825 -4.804  0.00
H 1.624 0.932 -2.090  -0.02
H -0.194 2.339 -2.504  -0.01
H 2.771 -0.266 -3.734  0.00
H 1.718 -2.019 -4.682  0.00
H -0.454 -2.521 -4.020  -0.01
H 0.890 -0.897 -5.761  0.00
H -2.469 0.851 -5.348  0.00
H -2.384 -1.269 -4.360  0.01
P 1.531 2.141 0.659  0.17
C 1.465 3.246 2.097  0.03
H 2.392 3.823 2.108  0.01
H 1.339 2.704 3.035  0.00
H 0.613 3.922 1.978  0.00
C 3.084 1.212 0.891  0.02
H 3.821 1.850 1.393  0.01
H 3.469 0.893 -0.088  0.00
H 2.889 0.316 1.492  0.00
C 2.127 3.344 -0.591  0.01
H 2.505 2.835 -1.487  0.00
H 2.924 3.945 -0.130  0.00
H 1.291 3.995 -0.877  0.00
P 0.847 -2.120 -0.449  0.12
C -0.166 -3.532 -1.041  0.00
H 0.508 -4.328 -1.378  0.00
H -0.796 -3.213 -1.883  0.00
H -0.805 -3.896 -0.227  0.00
C 2.380 -2.501 -1.373  0.00
H 2.246 -2.484 -2.460  0.00
H 2.679 -3.507 -1.060  0.00
H 3.141 -1.766 -1.086  0.00
C 1.366 -2.752 1.190  0.01
H 1.934 -3.687 1.066  0.00
H 0.486 -2.937 1.821  0.00
H 2.005 -2.004 1.679  0.01
Cl 0.749 1.725 5.896  0.02
C 1.156 0.092 6.160  0.19
C 1.531 -0.347 7.419  -0.09
C 1.833 -1.700 7.641  0.22
C 1.752 -2.619 6.588  -0.09
C 1.352 -2.209 5.326  0.19
C 1.088 -0.822 5.036  -0.02
C 0.815 -0.369 3.763  0.31
H 1.597 0.373 8.233  0.00
H 2.139 -2.030 8.631  0.01
H 2.006 -3.660 6.756  0.00
H 1.278 -2.929 4.498  0.02
H 0.573 -1.082 2.980  0.21
H 1.076 0.646 3.472  0.04

Values from the calculation:
- Charge: +2
- HOMO-LUMO gap (alpha / beta): 4.9 / 3.8 eV
- ⟨S²⟩: 6.0848
- Multiplicity: 5

[2]
Molecular formula: C36H86BN6O19
Method: DFT, ωB97M-V with the def2-TZVPD basis set

Last column: Löwdin charge in e.
CARTESIAN COORDINATES (ANGSTROEM)
O 17.765 -9.802 -12.464  0.14
C 16.877 -9.089 -12.180  -0.32
O 16.852 -8.100 -11.204  0.21
B 15.556 -7.512 -11.219  -0.97
O 14.744 -8.308 -12.167  0.24
C 15.434 -9.300 -12.671  -0.34
O 15.007 -10.277 -13.323  0.09
O 15.590 -6.065 -11.489  0.22
C 15.071 -5.439 -10.391  -0.31
O 14.864 -4.228 -10.243  0.10
C 14.466 -6.492 -9.416  -0.38
O 14.918 -7.648 -9.895  0.20
O 13.811 -6.273 -8.446  0.15
C 12.485 -10.127 -9.897  -0.14
O 11.321 -10.450 -9.142  -0.13
H 12.689 -10.828 -10.706  0.06
H 12.477 -9.064 -10.140  0.08
H 13.365 -10.230 -9.261  0.07
H 10.676 -9.746 -9.045  0.03
C 10.857 -7.751 -7.751  -0.15
O 9.758 -7.883 -8.636  -0.13
H 11.756 -8.181 -8.193  0.06
H 10.940 -6.716 -7.421  0.08
H 10.575 -8.334 -6.874  0.08
H 8.987 -7.423 -8.296  0.08
C 13.899 -14.056 -16.858  -0.08
O 13.879 -12.673 -17.346  -0.24
C 14.221 -11.686 -16.321  -0.17
C 14.479 -10.269 -17.018  -0.13
N 13.138 -9.620 -17.394  -0.06
C 12.356 -10.360 -18.371  -0.23
C 11.081 -9.572 -18.768  -0.21
O 10.223 -10.291 -19.685  -0.22
C 9.661 -9.462 -20.736  -0.10
H 13.866 -14.699 -17.737  0.08
H 13.196 -14.349 -16.079  0.07
H 14.929 -14.250 -16.557  0.07
H 15.182 -12.078 -15.985  0.10
H 13.434 -11.664 -15.567  0.10
H 15.240 -10.364 -17.792  0.11
H 15.033 -9.716 -16.260  0.08
H 12.575 -9.542 -16.559  0.10
H 12.059 -11.365 -18.071  0.11
H 13.014 -10.428 -19.237  0.12
H 11.402 -8.613 -19.175  0.11
H 10.408 -9.422 -17.924  0.12
H 8.882 -8.796 -20.365  0.09
H 9.476 -10.160 -21.552  0.08
H 10.487 -8.971 -21.250  0.07
C 16.280 -12.026 -9.012  -0.10
O 16.154 -13.302 -9.621  -0.20
C 15.513 -13.156 -10.919  -0.18
C 15.295 -14.517 -11.629  -0.19
N 16.552 -15.203 -11.936  -0.05
C 17.164 -14.816 -13.245  -0.21
C 18.643 -14.822 -13.282  -0.24
O 18.939 -14.063 -12.144  -0.19
C 19.923 -13.081 -12.359  -0.10
H 16.546 -11.189 -9.658  0.08
H 17.158 -12.148 -8.378  0.08
H 15.359 -11.963 -8.431  0.09
H 16.015 -12.380 -11.497  0.11
H 14.565 -12.688 -10.656  0.10
H 14.729 -14.465 -12.559  0.09
H 14.659 -15.202 -11.068  0.11
H 17.265 -14.956 -11.265  0.08
H 16.789 -13.820 -13.483  0.12
H 16.828 -15.558 -13.969  0.11
H 19.112 -14.590 -14.238  0.13
H 19.039 -15.811 -13.049  0.12
H 20.364 -12.676 -11.448  0.07
H 19.546 -12.306 -13.026  0.08
H 20.859 -13.381 -12.832  0.08
C 14.443 -6.217 -5.126  -0.10
O 14.774 -5.683 -3.879  -0.23
C 15.572 -4.521 -3.996  -0.25
C 15.715 -3.868 -2.704  -0.25
N 14.560 -3.281 -2.092  -0.07
C 13.276 -4.004 -2.314  -0.17
C 12.145 -3.418 -1.363  -0.17
O 12.265 -3.730 0.086  -0.19
C 11.065 -3.431 0.765  -0.15
H 15.412 -6.386 -5.597  0.08
H 13.932 -5.467 -5.728  0.08
H 13.929 -7.165 -4.966  0.10
H 15.103 -3.792 -4.655  0.13
H 16.503 -4.878 -4.438  0.13
H 16.487 -3.143 -2.959  0.12
H 16.024 -4.489 -1.863  0.13
H 14.628 -3.064 -1.108  0.10
H 13.396 -5.047 -2.020  0.11
H 12.922 -3.981 -3.345  0.11
H 11.218 -3.745 -1.833  0.10
H 12.057 -2.334 -1.434  0.11
H 10.604 -2.452 0.637  0.08
H 11.287 -3.425 1.832  0.08
H 10.281 -4.146 0.511  0.08
C 12.085 -12.745 -13.093  -0.03
C 11.648 -14.100 -12.361  -0.40
C 10.099 -14.326 -12.312  -0.19
O 9.522 -14.546 -13.579  -0.19
C 8.179 -14.758 -13.574  -0.15
N 12.194 -15.178 -13.097  0.02
H 11.306 -11.992 -12.978  0.07
H 11.968 -12.804 -14.175  0.06
H 13.092 -12.485 -12.768  0.06
H 12.140 -14.110 -11.389  0.13
H 9.805 -13.307 -12.058  0.11
H 9.837 -15.051 -11.542  0.12
H 7.922 -14.881 -14.626  0.09
H 7.709 -13.814 -13.296  0.09
H 7.850 -15.628 -13.004  0.09
H 11.808 -16.053 -12.772  0.08
H 11.779 -15.116 -14.015  0.06
C 19.660 -10.618 -9.640  -0.06
C 19.893 -9.245 -8.985  -0.43
C 18.627 -8.753 -8.211  -0.17
O 18.700 -7.393 -7.845  -0.18
C 18.771 -6.400 -8.844  -0.10
N 21.102 -9.261 -8.202  0.04
H 18.992 -10.778 -10.485  0.06
H 19.306 -11.362 -8.926  0.07
H 20.601 -11.080 -9.939  0.06
H 20.060 -8.512 -9.774  0.12
H 18.520 -9.399 -7.340  0.13
H 17.781 -8.904 -8.882  0.11
H 19.766 -6.085 -9.159  0.08
H 18.302 -5.494 -8.460  0.09
H 18.253 -6.687 -9.760  0.08
H 21.811 -9.321 -8.919  0.07
H 21.281 -8.332 -7.846  0.07
C 18.048 -9.978 -15.709  -0.06
C 19.362 -9.233 -15.769  -0.45
C 19.505 -7.951 -16.540  -0.20
O 19.169 -8.187 -17.893  -0.18
C 18.965 -7.016 -18.666  -0.12
N 19.881 -9.210 -14.419  0.04
H 17.762 -10.165 -16.744  0.07
H 17.240 -9.356 -15.323  0.07
H 18.058 -10.911 -15.146  0.08
H 19.948 -9.983 -16.300  0.13
H 20.507 -7.525 -16.577  0.13
H 18.778 -7.318 -16.030  0.13
H 17.904 -6.796 -18.779  0.08
H 19.327 -7.158 -19.685  0.08
H 19.481 -6.096 -18.393  0.08
H 19.389 -9.801 -13.764  0.02
H 20.856 -9.437 -14.290  0.07

Values from the calculation:
- Charge: -1
- HOMO-LUMO gap: 8.8 eV
- Relative energy (zero: lowest compared OMol25 entry of this formula, charge and spin): 93.8 kcal/mol
- Multiplicity: 1